Entry 1:
# C4H13N3O

2 unconnected molecules or ions with the total composition C4H13N3O (ωB97M-V/def2-TZVPD, the OMol25 dataset).

Values from the calculation:
charge = 0
largest force on an atom = 3.0 eV Å⁻¹
orbital gap = 8.58 eV
lowest unoccupied orbital energy = 0.762 eV
DFT total energy = -10875.20973 eV
energy above the lowest of the compared OMol25 structures with the same formula, charge and spin = 56.9 kcal per mole

Geometry (Å):
C 2.142 0.630 0.351
C 2.129 -0.521 -0.591
N 1.118 0.415 1.537
H 1.180 1.188 2.194
H 1.389 -0.423 2.044
H 3.129 0.793 0.801
H 1.804 1.554 -0.116
H 2.481 -0.238 -1.578
H 1.011 -0.971 -0.745
H 2.697 -1.364 -0.207
C -2.875 1.069 -0.882
C -1.842 0.157 -0.289
N -0.518 -1.705 -0.402
O -1.409 0.470 0.929
N -1.526 -0.890 -0.960
H -0.296 0.352 1.171
H -0.608 -1.785 0.614
H -0.616 -2.628 -0.809
H -2.438 2.051 -1.059
H -3.703 1.184 -0.184
H -3.247 0.662 -1.818

=====

Entry 2:
# C4H13N3O

2 unconnected molecules or ions with the total composition C4H13N3O (ωB97M-V/def2-TZVPD, the OMol25 dataset).

Values from the calculation:
charge = 0
largest force on an atom = 0.5 eV Å⁻¹
orbital gap = 8.14 eV
lowest unoccupied orbital energy = 0.829 eV
DFT total energy = -10875.63113 eV
energy above the lowest of the compared OMol25 structures with the same formula, charge and spin = 47.2 kcal per mole

Geometry (Å):
C 0.358 -1.980 -0.879
C -1.779 -1.112 -0.189
N -1.004 -2.295 -0.503
H -1.456 -2.809 -1.254
H 0.429 -1.296 -1.740
H 0.883 -2.903 -1.121
H 0.849 -1.508 -0.029
H -2.780 -1.414 0.115
H -1.864 -0.410 -1.035
H -1.295 -0.594 0.640
C 1.166 1.161 0.855
N 0.240 0.873 1.872
N -0.377 2.495 -0.443
C 0.871 1.862 -0.240
O 2.401 0.588 1.084
H 2.960 0.709 0.310
H 0.686 0.318 2.592
H -0.171 1.706 2.275
H -0.636 2.506 -1.421
H -1.102 2.044 0.101
H 1.620 2.058 -0.992

=====

Entry 3:
# C4H13N3O2

2 unconnected molecules or ions with the total composition C4H13N3O2 (ωB97M-V/def2-TZVPD, the OMol25 dataset).

Values from the calculation:
charge = 0
largest force on an atom = 2.0 eV Å⁻¹
orbital gap = 8.88 eV
lowest unoccupied orbital energy = 0.373 eV
DFT total energy = -12923.70698 eV
energy above the lowest of the compared OMol25 structures with the same formula, charge and spin = 24.8 kcal per mole

Geometry (Å):
N 0.985 -0.981 -1.654
C 0.399 -0.197 -0.610
C 1.408 0.360 0.412
C 0.908 0.275 1.855
N 0.297 1.498 2.357
C -0.373 1.070 -1.173
N -1.555 0.789 -1.790
O -0.061 2.217 -0.941
H 0.496 -1.811 -1.931
H 1.971 -1.080 -1.724
H -0.401 -0.724 -0.088
H 2.380 -0.119 0.248
H 1.693 1.377 0.150
H 0.280 -0.599 1.947
H 1.668 0.148 2.617
H 0.803 2.316 2.170
H -0.682 1.714 2.403
H -2.158 1.565 -2.014
H -1.950 -0.105 -1.972
H -2.233 -2.548 0.664
H -1.979 -2.226 -0.776
O -1.895 -2.937 -0.149

=====

Entry 4:
# C4H13N4

2 unconnected molecules or ions with the total composition C4H13N4 (ωB97M-V/def2-TZVPD, the OMol25 dataset).

Values from the calculation:
charge = +1
largest force on an atom = 0.7 eV Å⁻¹
orbital gap = 9.47 eV
lowest unoccupied orbital energy = -3.049 eV
DFT total energy = -10311.61615 eV
energy above the lowest of the compared OMol25 structures with the same formula, charge and spin = 57.0 kcal per mole

Geometry (Å):
C 1.484 -0.079 1.531
C 0.550 0.613 2.185
N -0.225 0.026 3.245
N 2.274 0.530 0.518
H 1.708 -1.117 1.772
H 0.354 1.647 1.912
H -1.079 0.558 3.330
H 0.251 0.219 4.126
H 2.074 0.228 -0.418
H 3.254 0.396 0.682
C -1.105 0.134 -2.388
C -0.841 -0.777 -1.441
N -1.365 -0.556 -0.089
N -0.605 0.126 -3.651
H -1.695 1.012 -2.145
H -0.139 -1.585 -1.566
H -0.666 -0.201 0.592
H -2.109 0.143 -0.146
H -1.777 -1.406 0.299
H -0.205 -0.727 -4.012
H -1.101 0.678 -4.334